1.
Computed, not measured: a 2-piece molecular cluster, H4OP2S overall at a distorted geometry, with ωB97M-V with the def2-TZVPD basis set.

Lowest unoccupied orbital energy (spin up / spin down): -1.15 / -1.27 eV
Max |F|: 0.020 Eh/bohr
M: 114.046 g/mol
Frontier orbital gap (spin up / spin down): 7.76 / 7.55 eV
Spin multiplicity: 1
Energy relative to the best compared isomer or geometry (same formula, charge and spin): 3.641 eV

XYZ file:
```
8
Properties=species:S:1:pos:R:3:forces:R:3
O -1.45392 -1.70780 -0.70470 -0.32 -0.64 -0.77
P 2.47313 -0.90322 -0.23963 -0.18 -0.30 -0.06
P -1.05592 1.17919 -0.30850 0.57 0.09 -0.15
S -1.00181 -0.86747 0.41654 0.48 0.40 0.64
H 2.25770 0.47916 -0.30485 -0.06 0.37 -0.09
H 2.69892 -0.81152 1.14668 0.05 -0.06 0.22
H -2.30532 1.02289 -0.90294 -0.44 -0.14 -0.19
H -1.61278 1.60876 0.89739 -0.11 0.27 0.40
```
Positions in Å, forces in eV/Å.


2.
Computed, not measured: C11H13O2P in the gas phase at a distorted geometry, with ωB97M-V with the def2-TZVPD basis set.

Lowest unoccupied orbital energy (spin up / spin down): -1.97 / -1.97 eV
Max |F|: 0.057 Eh/bohr
M: 208.197 g/mol
Frontier orbital gap (spin up / spin down): 5.13 / 5.13 eV
Spin multiplicity: 1
Energy relative to the best compared isomer or geometry (same formula, charge and spin): 3.450 eV

XYZ file:
```
27
Properties=species:S:1:pos:R:3:forces:R:3
C -1.86652 2.33388 2.46871 -1.71 -1.09 2.13
C -1.78950 1.00690 1.98806 0.03 2.26 -1.68
C -0.99538 3.35912 2.12944 0.12 -0.08 0.81
C -0.98331 0.85137 0.90821 2.58 0.56 -0.58
C 0.01722 3.09129 1.24385 1.26 0.92 -1.45
C -0.01370 1.85945 0.58716 0.39 -1.05 -0.75
C 1.19356 -1.10563 -1.74728 -0.58 -1.06 0.79
C 1.54232 0.19472 -1.65450 1.40 2.10 -1.44
C 0.56188 -2.02626 -0.66837 0.10 -0.36 0.29
C 1.28332 -3.43647 -0.70864 1.02 2.05 -1.86
C -1.00608 -2.00607 -1.17226 2.16 -0.71 -1.82
O 1.96008 2.86998 -1.06976 0.42 0.25 0.01
O 0.74179 -1.59032 0.55501 -1.00 1.57 0.61
P 1.28364 1.65181 -0.65147 -1.27 -2.40 0.09
H -2.66384 2.48586 3.24179 0.86 0.31 -0.76
H -2.45715 0.18445 1.99305 -1.06 -0.23 1.49
H -1.00569 4.31556 2.64554 -0.33 -0.18 -0.14
H -1.00941 -0.08528 0.40261 0.43 -0.33 -0.37
H 0.80990 3.86052 0.93244 -1.35 -1.23 0.70
H 1.38662 -1.52489 -2.73830 0.05 -0.09 0.18
H 2.19911 0.53384 -2.55563 -1.36 -0.09 1.65
H 2.25481 -3.10309 -0.30711 -0.34 -0.73 0.48
H 1.56805 -3.60825 -1.76026 -0.57 -1.08 0.15
H 0.81966 -4.24479 -0.14670 -0.05 0.26 -0.23
H -1.60322 -2.39230 -0.34706 -0.04 -0.35 -0.42
H -1.03045 -2.51934 -2.22625 -0.58 0.58 2.18
H -1.19771 -0.95607 -1.34229 -0.57 0.20 -0.06
```
Positions in Å, forces in eV/Å.


3.
Computed, not measured: C10H9FeN2O5Se as an isolated structure at a distorted geometry, with ωB97M-V with the def2-TZVPD basis set.

Charge: +1
Lowest unoccupied orbital energy (spin up / spin down): -2.98 / -6.79 eV
Max |F|: 0.125 Eh/bohr
M: 371.996 g/mol
Frontier orbital gap (spin up / spin down): 5.59 / 5.87 eV
Spin multiplicity: 5
Energy relative to the best compared isomer or geometry (same formula, charge and spin): 0.366 eV

XYZ file:
```
28
Properties=species:S:1:pos:R:3:forces:R:3
O -0.00947 -4.27812 -5.83491 -0.29 1.78 1.61
C -0.12115 -3.44061 -5.06492 0.48 -2.50 -2.16
Fe -0.17060 -1.07276 -2.57211 -0.34 -2.86 -1.56
C 0.87566 -0.29221 -1.34689 4.80 2.80 2.58
O 1.69987 0.17196 -0.66912 -2.34 -1.18 -1.22
C -1.73259 -0.33459 -2.40474 -4.15 2.59 -0.04
O -2.70372 0.29232 -2.36076 1.64 -1.32 0.02
C -0.25458 -2.53772 -1.40775 -0.92 -2.10 2.57
O -0.16321 -3.58381 -0.93742 0.35 -0.05 -0.85
C 0.36399 0.02722 -3.92406 2.24 5.19 -3.06
O 0.82518 0.89832 -4.54174 -1.29 -2.81 1.25
H -0.64747 -1.70299 -3.96017 -0.01 0.33 0.50
C 0.56769 -0.89956 3.75226 0.02 -0.63 0.53
N 0.36003 0.33933 3.03377 0.84 0.85 -0.58
C 1.04163 1.51910 3.29089 -0.92 -0.75 -0.27
C 0.68033 2.40715 2.32726 -0.84 -0.74 -0.84
N -0.18258 1.74848 1.47157 0.68 -0.41 0.38
C -0.73022 2.32134 0.26497 -0.41 0.55 -0.37
C -0.35406 0.44656 1.85953 0.91 1.30 1.43
Se -1.21231 -0.91036 1.00391 -0.35 -0.09 0.06
H 1.27557 -1.55054 3.23060 -0.14 0.18 -0.03
H -0.38931 -1.40938 3.84037 0.10 -0.06 0.06
H 0.96125 -0.69967 4.75470 -0.16 0.14 -0.30
H 1.69494 1.67079 4.12887 0.01 -0.21 0.15
H 0.95366 3.42981 2.15104 0.06 0.10 0.08
H -1.42416 3.11325 0.54291 -0.12 -0.05 -0.06
H 0.06179 2.77605 -0.33317 -0.01 -0.26 0.02
H -1.26615 1.55063 -0.29489 0.18 0.21 0.09
```
Positions in Å, forces in eV/Å.